Molecular formula: C50H38Cl4HgN6OS2
Method: DFT, the ωB97M-V functional and the def2-TZVPD basis

Output
Net charge: -1
HOMO level (spin up / spin down) in eV: -3.79 / -3.73
2S+1: 2
Energy above the lowest of the compared OMol25 structures with the same formula, charge and spin in kcal per mole: 115.3
Max |F| in eV/Å: 3.836
E_tot in eV: -139385.2565

```
102
C50H38Cl4HgN6OS2 | OMol25 | the ωB97M-V functional and the def2-TZVPD basis
Hg -0.2440 -0.4969 -0.6561
Cl 1.6204 -7.1974 -6.3085
C 0.7258 -6.3214 -5.0696
C 0.8601 -6.8053 -3.7495
C 0.3628 -6.0803 -2.6579
C -0.1762 -4.7872 -2.8324
C -0.3696 -4.3390 -4.1537
C -0.1062 -5.1679 -5.2261
C -0.4279 -3.8236 -1.7220
C 0.4964 -3.6709 -0.5641
C 1.3036 -4.6468 0.0910
C 1.7624 -4.1237 1.2934
C 1.4365 -2.7247 1.3035
C 1.8836 -1.9232 2.3840
C 2.9569 -2.3698 3.3031
C 4.0908 -3.0564 2.8523
C 5.2069 -3.3767 3.6744
C 5.1842 -2.9003 4.9960
Cl 6.3380 -3.4912 6.1706
C 4.1060 -2.1479 5.4542
C 2.9808 -1.9917 4.6694
C 1.5441 -0.5239 2.4644
N 0.6334 0.0946 1.5909
C 0.6734 1.4496 1.8611
C 0.0204 2.5488 1.1266
C 1.0300 3.7142 1.1211
C 1.8654 3.8628 0.0368
C 2.2913 5.1868 -0.2438
C 2.2379 6.1823 0.7291
Cl 2.7023 7.8381 0.4432
C 1.7333 5.8520 1.9900
C 1.0484 4.6716 2.1610
C -2.4492 1.8556 1.3400
C -3.0964 0.8328 2.1173
C -3.7157 -0.0226 1.2181
C -3.4702 0.4633 -0.0796
N -2.7557 1.6541 0.0250
C -3.8232 -0.0621 -1.3700
C -3.2691 -1.3500 -1.7298
C -3.8814 -2.5493 -2.2776
C -2.9296 -3.5398 -2.3960
C -1.6741 -3.0656 -1.8032
N -1.8802 -1.7032 -1.4932
C -4.7086 0.6279 -2.3525
C -5.0744 1.9850 -2.0742
C -5.8283 2.6969 -3.0164
C -6.2181 2.0860 -4.1977
Cl -7.2056 2.9083 -5.3574
C -5.9187 0.7325 -4.4514
C -5.1815 -0.0101 -3.5521
C 1.5220 1.6572 3.0183
C 2.1088 0.4597 3.3472
N 0.5497 -2.4983 0.2134
H 1.4880 -7.6696 -3.6297
H 0.3521 -6.5577 -1.6563
H -0.7448 -3.3148 -4.3202
H -0.4617 -4.9533 -6.2198
H 1.5373 -5.6238 -0.3593
H 2.3351 -4.6449 2.0435
H 4.1256 -3.3189 1.7825
H 6.0002 -4.0859 3.3585
H 4.0856 -1.7499 6.4672
H 2.0708 -1.5733 5.1319
H 2.0766 2.9592 -0.5620
H 2.7443 5.4906 -1.2022
H 1.8678 6.5569 2.8218
H 0.5813 4.4164 3.1078
H -3.0627 0.7344 3.1887
H -4.3059 -0.8926 1.4547
H -4.9519 -2.6911 -2.4190
H -3.0609 -4.5280 -2.8408
H -4.7177 2.5238 -1.1808
H -6.0686 3.7070 -2.8178
H -6.1989 0.3470 -5.4053
H -4.8648 -1.0563 -3.7644
H 1.6854 2.5905 3.5061
H 2.7483 0.2971 4.1991
C 5.9112 -0.5380 -1.7350
S 4.1899 -0.0555 -1.6622
C 3.6914 -0.0436 -3.3595
O 4.1319 1.3003 -1.0463
H 6.5137 0.2659 -2.1646
H 5.9889 -1.5125 -2.2616
H 6.1379 -0.6959 -0.6934
H 4.2034 -0.8613 -3.8908
H 3.8647 0.9176 -3.8328
H 2.6109 -0.2362 -3.3615
C -2.3466 4.7877 0.3218
N -1.8687 4.2588 1.5789
C -2.2013 4.9704 2.8020
C -2.0715 3.9284 3.9139
N -1.3289 2.8818 3.2974
C -1.4526 2.8778 1.8561
S -0.3389 2.0315 -0.6495
H -3.4325 4.6433 0.1930
H -1.8949 4.3131 -0.5673
H -2.2074 5.8799 0.2637
H -3.1949 5.4371 2.7653
H -1.4342 5.7620 2.9700
H -3.0436 3.5849 4.2911
H -1.5114 4.4368 4.7561
H -1.0483 2.1098 3.8706
```



Molecular formula: C4H10N3
Method: DFT, the ωB97M-V functional and the def2-TZVPD basis

Output
Net charge: +1
HOMO level in eV: -14.27
2S+1: 1
Energy above the lowest of the compared OMol25 structures with the same formula, charge and spin in kcal per mole: 36.9
SMILES: C[C@@H]1C[NH2+]N=C1N
Max |F| in eV/Å: 5.308
E_tot in eV: -8773.0001

```
17
C4H10N3 | OMol25 | the ωB97M-V functional and the def2-TZVPD basis
C 0.5134 1.0952 -0.0581
C -0.8593 -0.7401 0.9565
C 0.3960 -0.6994 0.1152
C 0.3000 -1.3066 -1.2624
N -0.4203 1.6501 0.6040
N 1.4340 1.6296 -0.8148
N -1.2514 0.7145 1.2647
H -1.6811 -1.2058 0.4155
H -0.7077 -1.2518 1.9045
H 1.2899 -0.9860 0.6611
H 1.2722 -1.3142 -1.7455
H -0.3913 -0.7504 -1.8929
H -0.0529 -2.3339 -1.1989
H 2.1117 1.0630 -1.2956
H 1.4768 2.6327 -0.9179
H -2.2266 0.9048 0.9871
H -1.2036 0.8984 2.2778
```



Molecular formula: C59H45BrN8O2PSeTeTl
Method: DFT, the ωB97M-V functional and the def2-TZVPD basis

Output
Net charge: -2
HOMO level in eV: -1.08
2S+1: 1
Energy above the lowest of the compared OMol25 structures with the same formula, charge and spin in kcal per mole: 0.0
Max |F| in eV/Å: 1.306
E_tot in eV: -234595.3892

```
119
C59H45BrN8O2PSeTeTl | OMol25 | the ωB97M-V functional and the def2-TZVPD basis
Tl -0.3038 0.3150 0.2060
C 2.9074 2.9254 -3.2739
N 1.5332 2.8288 -2.8408
C 1.0362 3.0470 -1.5857
N -0.2727 2.8973 -1.5575
C -0.6398 2.5183 -2.8174
C 0.4728 2.4406 -3.6313
C 0.6191 1.8308 -4.9589
C -0.0629 0.6386 -5.2209
C 0.1058 -0.0219 -6.4245
C 0.9484 0.4968 -7.3996
C 1.6102 1.6915 -7.1613
C 1.4441 2.3559 -5.9553
C -2.0396 2.3222 -3.2176
C -2.4915 2.8293 -4.4367
C -3.8098 2.6566 -4.8240
C -4.6919 1.9678 -4.0029
C -4.2479 1.4599 -2.7909
C -2.9335 1.6427 -2.3943
P 2.1116 3.5603 -0.1950
C 3.1627 2.0559 -0.2470
N 2.8792 1.0124 -0.9827
C 3.8129 0.0537 -0.7028
C 4.6976 0.5510 0.2366
N 4.2887 1.8467 0.4881
C 4.8242 2.7288 1.4967
C 5.7435 -0.0961 1.0368
C 7.0172 0.4539 1.1811
C 7.9463 -0.1317 2.0273
C 7.6187 -1.2754 2.7391
C 6.3627 -1.8455 2.5803
C 5.4332 -1.2649 1.7358
C 3.8156 -1.1894 -1.4839
C 4.9106 -2.0535 -1.5213
C 4.8920 -3.1643 -2.3512
C 3.7875 -3.4280 -3.1482
C 2.6783 -2.5941 -3.0891
C 2.6945 -1.4820 -2.2665
C 1.2440 3.1619 1.3761
N 1.6411 2.1094 2.0766
C 1.4320 2.3916 3.3858
C 0.9095 3.6727 3.5013
N 0.8069 4.1476 2.2179
C -0.0262 5.2420 1.7529
C 0.6638 4.4483 4.7122
C 0.1634 3.8132 5.8538
C 0.0567 4.4878 7.0556
C 0.4397 5.8200 7.1524
C 0.9156 6.4701 6.0227
C 1.0289 5.7946 4.8187
C 1.9550 1.4524 4.3893
C 2.7212 1.8821 5.4746
C 3.2912 0.9584 6.3369
C 3.1074 -0.4025 6.1322
C 2.3454 -0.8340 5.0557
C 1.7880 0.0839 4.1816
H 3.2102 2.0068 -3.7762
H 3.5538 3.0753 -2.4168
H 3.0418 3.7678 -3.9556
H -0.7071 0.2144 -4.4617
H -0.4056 -0.9631 -6.5789
H 1.0919 -0.0271 -8.3368
H 2.2717 2.1090 -7.9119
H 1.9448 3.3023 -5.7970
H -1.8068 3.3789 -5.0718
H -4.1511 3.0656 -5.7681
H -5.7205 1.8310 -4.3151
H -4.9266 0.9206 -2.1426
H -2.5957 1.2612 -1.4415
H 4.9153 2.2007 2.4471
H 4.1452 3.5687 1.6294
H 5.8026 3.1168 1.2077
H 7.2902 1.3352 0.6137
H 8.9308 0.3084 2.1317
H 8.3392 -1.7218 3.4130
H 6.1005 -2.7417 3.1282
H 4.4488 -1.6981 1.6142
H 5.7761 -1.8532 -0.9031
H 5.7503 -3.8264 -2.3806
H 3.7903 -4.2813 -3.8159
H 1.7957 -2.8118 -3.6788
H 1.8324 -0.8306 -2.2108
H -0.1865 5.9614 2.5506
H -0.9964 4.8429 1.4391
H 0.4622 5.7228 0.9018
H -0.1372 2.7761 5.7831
H -0.3188 3.9696 7.9293
H 0.3711 6.3438 8.0977
H 1.2256 7.5064 6.0876
H 1.4458 6.3074 3.9614
H 2.8864 2.9418 5.6285
H 3.8907 1.3066 7.1704
H 3.5625 -1.1184 6.8064
H 2.1829 -1.8910 4.8846
H 1.2090 -0.2528 3.3286
Br 1.6711 -2.8270 0.8673
C 0.2707 -4.0235 0.3612
C 0.7151 -5.2361 -0.0964
C -0.1896 -6.1493 -0.6560
C -1.4843 -5.7671 -0.8515
C -1.9513 -4.5050 -0.4230
C -3.2557 -4.0878 -0.7603
C -3.6782 -2.8356 -0.4147
C -2.9083 -2.0526 0.4529
C -1.6808 -2.4671 0.9313
C -1.0936 -3.6338 0.3308
H 1.7694 -5.4709 -0.0451
H 0.1559 -7.1247 -0.9768
H -2.1713 -6.4109 -1.3894
H -3.8893 -4.7649 -1.3211
H -4.6433 -2.4734 -0.7498
H -3.3111 -1.1097 0.8046
Te -1.0890 -1.6217 2.7703
Se -1.1292 -2.9210 -4.2795
C -0.9784 -1.8328 -2.8919
N -0.8674 -1.0964 -1.9938
O -2.9118 3.1634 1.6810
N -3.4586 2.1431 1.2467
O -2.7039 1.2366 0.8444
```



Molecular formula: C5H26BF4N10O8
Method: DFT, the ωB97M-V functional and the def2-TZVPD basis

Output
Net charge: -1
HOMO level in eV: -7.11
2S+1: 1
Energy above the lowest of the compared OMol25 structures with the same formula, charge and spin in kcal per mole: 76.9
Max |F| in eV/Å: 8.401
E_tot in eV: -48446.0520

```
54
C5H26BF4N10O8 | OMol25 | the ωB97M-V functional and the def2-TZVPD basis
B -0.0906 0.0211 0.3240
F 1.0371 0.5033 0.8285
F 0.2278 -0.5082 -0.9352
F -0.7045 -1.0087 1.1595
F -0.9461 1.0628 0.0688
O -2.8650 -2.1730 -0.0742
H -1.9879 -1.7931 -0.1266
H -3.3025 -1.8777 -0.8726
O 1.2294 0.3545 -3.6268
H 0.6812 0.1622 -2.8660
H 1.6798 -0.4695 -3.8123
O 0.8233 -0.3366 3.2322
H 0.8107 -0.2609 2.2781
H 1.2444 -1.1796 3.4005
C 2.1758 4.2692 -0.9525
O 2.8809 4.4367 -1.9519
N 2.4358 4.8792 0.1683
N 1.2762 3.3374 -0.8233
H 3.3148 5.3761 0.1878
H 1.8730 4.8012 1.0034
H 1.0314 2.7651 -1.6186
H 0.7938 3.0126 0.0025
C 0.5423 -4.4869 1.3106
O 0.8719 -5.5059 1.8851
N -0.2124 -3.5641 1.8860
N 0.9121 -4.0426 0.1924
H -0.3829 -2.6163 1.5814
H -0.6426 -3.8623 2.7497
H 1.6667 -4.5368 -0.2620
H 0.4472 -3.2269 -0.1799
C -3.1026 1.5623 -2.1286
O -4.0932 1.7394 -2.8158
N -2.0808 0.7514 -2.3369
N -3.0559 2.0214 -0.9108
H -1.9354 0.3037 -3.2305
H -1.4510 0.6364 -1.5557
H -2.0574 2.0016 -0.7599
H -3.7436 2.6823 -0.5789
C 4.3718 -0.6543 -0.8422
O 5.0621 -0.6940 0.2037
N 3.2323 -0.0731 -1.1480
N 4.7258 -1.3639 -1.8188
H 2.8348 0.5518 -0.4613
H 2.7072 -0.4351 -1.9312
H 5.5660 -1.9206 -1.7540
H 4.1254 -1.5422 -2.6111
C -3.6058 0.3250 2.9767
O -4.0128 0.8257 4.0340
N -2.7655 -0.6537 2.9258
N -4.1849 0.5734 1.8445
H -2.3810 -0.8990 3.8270
H -2.3943 -0.9954 2.0509
H -3.7398 0.3867 0.9573
H -4.8422 1.3377 1.9070
```



Molecular formula: C10H16O
Method: DFT, the ωB97M-V functional and the def2-TZVPD basis

Output
Net charge: 0
HOMO level in eV: -8.51
2S+1: 1
Energy above the lowest of the compared OMol25 structures with the same formula, charge and spin in kcal per mole: 65.0
SMILES: Cc1ccc(O)cc1.CCC
Max |F| in eV/Å: 4.525
E_tot in eV: -12674.9079

```
27
C10H16O | OMol25 | the ωB97M-V functional and the def2-TZVPD basis
C 1.4123 -1.6514 0.1121
C 2.9649 -1.4400 0.4536
C 0.9783 -2.8851 0.8810
H 1.1088 -0.6454 0.5299
H 1.3983 -1.9273 -0.9454
H 3.3121 -0.8247 -0.3926
H 0.9805 -3.8704 0.3358
H 1.3954 -3.0407 1.8628
H 3.6899 -2.1866 0.6620
H 2.9680 -0.6570 1.2161
H -0.1299 -2.7080 1.0579
C 0.9233 0.5378 -2.4082
C -0.7757 2.1313 0.4599
C 0.1604 1.8671 -0.4794
C -1.6177 1.0493 0.8909
C -0.0253 0.7210 -1.3005
C -1.8788 -0.0342 0.0649
C -0.9186 -0.2821 -0.9491
O -2.4092 1.2002 2.0341
H -0.9647 3.0271 1.0114
H 1.0073 2.5338 -0.5763
H -3.3267 1.3601 1.7741
H -2.6305 -0.8144 0.2517
H 0.5433 0.0033 -3.2690
H 1.7913 -0.1458 -2.0639
H -1.0210 -1.1826 -1.5749
H 1.4257 1.4374 -2.7926
```



Molecular formula: C40H39BrN6O3SrTe
Method: DFT, the ωB97M-V functional and the def2-TZVPD basis

Output
Net charge: 0
HOMO level in eV: -7.69
2S+1: 1
Energy above the lowest of the compared OMol25 structures with the same formula, charge and spin in kcal per mole: 7.1
Max |F| in eV/Å: 1.026
E_tot in eV: -135372.4668

```
91
C40H39BrN6O3SrTe | OMol25 | the ωB97M-V functional and the def2-TZVPD basis
Sr -0.5300 -0.8177 -0.4802
C 3.6545 -0.2925 1.6219
C 2.1748 -0.3589 1.4304
N 1.5388 0.2107 0.4837
N 2.2910 0.9511 -0.4315
C 1.5378 1.3624 -1.4306
O 0.3055 1.1156 -1.6463
C 2.2434 2.1840 -2.4725
C 1.4923 2.9612 -3.3452
C 2.1207 3.6980 -4.3400
C 3.5004 3.6434 -4.4801
C 4.2546 2.8553 -3.6197
C 3.6273 2.1334 -2.6142
C 1.3185 -1.1163 2.4162
C 1.8989 -1.8293 3.4566
C 1.0803 -2.4612 4.3816
C -0.2904 -2.3539 4.2484
C -0.7867 -1.6374 3.1678
N -0.0174 -1.0452 2.2625
H 4.0693 0.5105 1.0218
H 4.1196 -1.2307 1.3046
H 3.9106 -0.1337 2.6702
H 0.4152 2.9770 -3.2411
H 1.5331 4.3138 -5.0097
H 3.9889 4.2147 -5.2598
H 5.3303 2.8030 -3.7300
H 4.1970 1.5186 -1.9312
H 2.9735 -1.8942 3.5374
H 1.5157 -3.0261 5.1960
H -0.9703 -2.8155 4.9509
H -1.8562 -1.5398 3.0147
C 1.7066 -9.0785 -1.3180
C 1.3311 -7.6296 -1.1806
C 1.7770 -6.8674 -0.1116
C 1.4359 -5.5241 0.0249
C 1.9487 -4.7525 1.2121
C 0.6002 -4.9400 -0.9276
C 0.1222 -5.6893 -2.0075
C -0.7842 -5.0973 -3.0539
C 0.5114 -7.0180 -2.1222
C 0.1954 -3.4980 -0.7780
O -1.0376 -3.2213 -0.7886
O 1.1050 -2.6344 -0.6265
H 2.4799 -9.3606 -0.6031
H 2.0833 -9.3010 -2.3181
H 0.8478 -9.7319 -1.1479
H 2.4157 -7.3212 0.6396
H 2.4923 -5.4153 1.8872
H 1.1309 -4.3017 1.7811
H 2.6027 -3.9343 0.9141
H -0.4197 -4.1347 -3.4152
H -1.7828 -4.9193 -2.6552
H -0.8566 -5.7750 -3.9057
H 0.1569 -7.5899 -2.9745
C -4.1371 2.7163 -0.0171
Te -2.0814 2.3600 -0.4327
C -2.6850 2.0176 -2.4459
C -4.1757 2.2539 -2.4886
C -4.8718 2.1285 -3.6941
C -6.2382 2.3263 -3.7470
C -6.9345 2.6501 -2.5864
C -6.2531 2.7744 -1.3907
C -4.8710 2.5817 -1.3298
H -4.2498 3.7109 0.4096
H -4.4907 1.9807 0.7058
H -2.4357 0.9961 -2.7357
H -2.1314 2.6826 -3.1057
H -4.3198 1.8728 -4.5900
H -6.7629 2.2323 -4.6892
H -8.0046 2.8101 -2.6183
H -6.7898 3.0298 -0.4844
N -5.1893 -1.7681 -0.5936
C -4.8485 -2.7485 0.3133
C -3.6385 -2.3794 0.8029
N -3.2182 -1.2003 0.2161
C -4.1767 -0.8781 -0.6226
H -6.0284 -1.7120 -1.1413
H -5.4794 -3.5970 0.5072
H -3.0218 -2.9228 1.4985
H -4.1982 0.0111 -1.2382
Br -2.7343 -0.2776 -6.2207
C -1.1397 -0.5218 -5.2412
C 0.0752 -0.0780 -5.7309
C 1.2038 -0.3084 -4.9630
C 1.0632 -0.9519 -3.7451
N -0.1112 -1.3593 -3.2665
C -1.1942 -1.1583 -4.0111
H 0.1333 0.4308 -6.6836
H 2.1813 0.0214 -5.2872
H 1.9205 -1.1303 -3.1047
H -2.1412 -1.5236 -3.6239
```



Q: What is the 2S+1 in the fourth record?
A: 1